ORCA calculation (ωB97M-V/def2-TZVPD) on a 3-piece molecular cluster, C3H13N2O3 overall in a non-equilibrium geometry.

Last column: Löwdin charge in e.
Positions of all 21 atoms, in Å:
C1 1.75720 -0.57691 0.23259  -0.112
C2 1.05189 -0.59045 1.57875  -0.090
C3 -0.44249 -0.70943 1.35859  -0.493
N1 -1.25445 -0.77982 2.42778  0.200
O1 -0.86526 -0.57179 0.21285  0.016
N2 1.60751 0.78831 -0.39401  0.183
H1 1.20038 -1.27074 -0.39126  0.136
H2 2.81707 -0.79864 0.21554  0.139
H3 1.42025 -1.39283 2.23556  0.139
H4 1.31163 0.21602 2.27839  0.137
H5 -0.86601 -1.03496 3.33110  0.126
H6 -2.24862 -0.90764 2.39148  0.127
H7 2.21159 1.45359 0.08510  0.173
H8 0.65133 1.13192 -0.45822  0.137
H9 1.85238 0.72847 -1.38776  0.138
H10 -1.93496 0.65784 -0.64912  0.023
H11 -2.90205 0.74652 -1.92153  0.085
O2 -2.03942 1.02720 -1.55118  -0.076
H12 -0.53662 1.15167 -2.56415  0.016
H13 0.49623 0.96231 -3.68719  0.062
O3 0.33718 0.76709 -2.76018  -0.065

Cartesian forces, eV/Å:
C -0.86 0.35 0.20
C 0.78 -0.72 1.31
C -0.79 1.00 -0.25
N 0.94 -0.57 1.11
O 0.02 -0.20 0.38
N 0.65 -0.42 -0.30
H 0.30 0.06 -0.32
H 0.06 -0.09 0.33
H -0.12 -0.43 -0.64
H -0.30 0.54 -0.62
H 0.02 0.21 -0.32
H -0.20 0.07 -0.66
H -0.13 0.18 -0.10
H -0.32 -0.22 0.39
H 0.00 0.16 -0.16
H -0.34 -0.17 -0.88
H 0.79 0.20 0.58
O -0.73 0.20 0.05
H -0.24 -0.40 0.19
H 0.09 -0.04 -0.11
O 0.38 0.28 -0.20

LUMO = -3.0 eV
E_HOMO = -14.47 eV
largest force on an atom = 1.7 eV/Å
energy above the lowest of the compared OMol25 structures with the same formula, charge and spin = 25.97 kJ/mol
energy = -12439.4028 eV
Kohn-Sham gap = 11.519 eV
net charge = +1
2S+1 = 1

ORCA calculation (ωB97M-V/def2-TZVPD) on C22H56HgN3O8 as an isolated structure in a non-equilibrium geometry.

Last column: Löwdin charge in e.
Positions of all 90 atoms, in Å:
Hg1 -26.46226 10.85902 17.90934  1.319
C1 -24.23704 14.68135 19.37783  -0.074
C2 -25.56958 13.98270 19.13947  -0.390
O1 -25.75660 13.06635 18.07681  -0.374
H1 -24.15538 15.16719 20.35014  0.061
H2 -24.03621 15.42112 18.60290  0.071
H3 -23.38259 14.01028 19.46551  0.063
H4 -26.31049 14.77863 19.06432  0.098
H5 -25.95660 13.55428 20.06401  0.078
C3 -29.77632 16.13607 20.57848  -0.143
O2 -30.16204 14.98107 21.30956  -0.187
C4 -29.40512 14.81332 22.57359  -0.145
C5 -27.83179 14.65153 22.27765  -0.220
N1 -27.10345 14.86544 23.50199  -0.060
C6 -25.66267 14.92653 23.23161  -0.202
C7 -25.02813 16.05956 23.97304  -0.193
O3 -24.01601 15.57298 24.89094  -0.188
C8 -24.55936 15.18625 26.11911  -0.142
H6 -28.83879 16.14144 20.02250  0.065
H7 -29.97762 17.15119 20.92069  0.092
H8 -30.50728 16.07469 19.77224  0.087
H9 -29.61812 13.83952 23.01455  0.105
H10 -29.72030 15.54602 23.31649  0.118
H11 -27.58414 15.57562 21.75532  0.096
H12 -27.79367 13.73311 21.69186  0.112
H13 -27.20245 14.08587 24.13647  0.110
H14 -25.46569 15.20929 22.19752  0.087
H15 -25.20493 13.95917 23.43845  0.130
H16 -25.78613 16.64095 24.49795  0.122
H17 -24.42958 16.73888 23.36611  0.100
H18 -25.35747 14.44718 26.18909  0.083
H19 -24.70265 16.10615 26.68599  0.093
H20 -23.91122 14.60816 26.77776  0.082
C9 -24.34236 10.26550 20.45167  -0.076
O4 -24.57270 10.30873 19.04124  -0.357
C10 -23.43591 10.87731 18.32525  -0.156
C11 -23.59470 10.27784 16.91354  -0.126
N2 -24.90875 10.67411 16.20760  -0.098
C12 -25.27478 9.72489 15.15137  -0.203
C13 -24.77395 10.11095 13.72540  -0.190
O5 -25.61041 11.18675 13.38466  -0.206
C14 -25.31285 11.85368 12.14887  -0.058
H21 -23.50572 9.65565 20.79258  0.105
H22 -25.20151 9.89123 21.00835  0.094
H23 -24.27213 11.26834 20.87296  0.095
H24 -22.46119 10.55988 18.69574  0.138
H25 -23.53429 11.94002 18.54674  0.101
H26 -23.40291 9.20752 16.83778  0.127
H27 -22.73087 10.68344 16.38686  0.125
H28 -24.58067 11.47494 15.68690  0.063
H29 -26.33426 9.47587 15.09158  0.112
H30 -24.85121 8.76800 15.45640  0.113
H31 -25.08947 9.27822 13.09682  0.136
H32 -23.72101 10.33136 13.90101  0.131
H33 -25.34844 11.09746 11.36468  0.089
H34 -24.31727 12.28814 12.23928  0.079
H35 -26.06496 12.59840 11.88844  0.095
C15 -25.77155 18.57959 20.21052  -0.070
O6 -25.25032 19.98237 20.09414  -0.180
C16 -23.82732 20.03568 20.13483  -0.208
C17 -23.25508 19.54513 21.48372  -0.233
N3 -23.23417 20.60706 22.48510  -0.038
C18 -22.80891 19.97668 23.77840  -0.181
C19 -22.95816 20.88264 25.04277  -0.156
O7 -24.28228 21.52747 25.18667  -0.219
C20 -25.40154 20.61433 25.41645  -0.097
H36 -25.79196 18.26848 21.25498  0.058
H37 -25.14798 17.73378 19.92093  0.061
H38 -26.74406 18.37679 19.76197  0.079
H39 -23.52561 21.07571 20.01075  0.123
H40 -23.49715 19.58540 19.19870  0.115
H41 -22.21654 19.29762 21.26401  0.118
H42 -23.70289 18.62027 21.84730  0.079
H43 -24.16411 21.00115 22.48478  0.107
H44 -21.80802 19.55407 23.86625  0.118
H45 -23.43265 19.08317 23.80446  0.078
H46 -22.26728 21.72533 25.06878  0.116
H47 -22.83903 20.38340 26.00437  0.111
H48 -26.16133 21.35865 25.65483  0.086
H49 -25.40512 19.97099 26.29633  0.077
H50 -25.65438 20.00863 24.54622  0.069
C21 -22.10858 14.08875 14.46689  -0.068
C22 -23.33084 14.49780 15.30733  -0.250
O8 -24.04174 13.33484 15.82072  -0.125
H51 -21.54199 14.91604 14.03951  0.081
H52 -22.49491 13.49841 13.63602  0.055
H53 -21.46055 13.43320 15.04863  0.070
H54 -24.02183 15.01717 14.64335  0.110
H55 -23.07386 15.12352 16.16204  0.104
H56 -24.43059 13.44380 16.69165  0.022

Cartesian forces, eV/Å:
Hg 0.77 2.53 -0.44
C 0.75 -0.69 -0.36
C -1.81 0.12 1.14
O 0.55 -0.68 -0.21
H -0.75 0.27 0.00
H 0.11 -0.03 -0.01
H 0.11 -0.33 -0.50
H -0.18 0.38 -0.60
H 0.53 -0.49 0.43
C -1.70 -0.19 -1.99
O 1.80 0.23 2.12
C 0.89 -0.92 -1.39
C -3.18 2.60 0.81
N 0.69 -1.18 -0.22
C -0.34 0.56 -0.49
C 1.87 0.03 1.65
O -0.40 -0.52 -0.35
C 0.58 0.11 1.64
H 0.53 -0.46 0.60
H 0.21 -0.19 1.27
H -0.03 0.13 -0.38
H -0.89 -0.08 -0.29
H 0.52 0.44 -0.24
H 0.19 -0.52 -0.95
H 0.76 -0.13 -0.04
H -0.49 -0.07 0.24
H -0.44 -0.60 -0.39
H 0.46 0.16 0.01
H -0.07 0.03 0.10
H -0.29 -0.04 -0.42
H -1.05 0.55 -1.00
H -0.93 -0.10 0.25
H 1.31 0.23 -0.56
C -0.82 0.46 1.27
O 1.45 -1.09 1.49
C -1.32 -1.09 -0.31
C 0.31 1.60 -0.38
N 1.42 -1.14 0.55
C 0.15 -1.79 -0.76
C -2.05 -0.13 2.04
O -0.09 1.19 0.01
C 0.28 -0.99 0.28
H 0.25 0.03 -0.66
H -0.33 -0.41 -0.63
H 0.53 0.31 -0.31
H -0.21 -0.44 0.39
H 0.19 0.21 -1.12
H -0.59 -0.10 0.70
H -0.21 0.35 -0.60
H -0.76 1.62 0.29
H -0.20 0.72 0.09
H 0.26 -0.22 -0.30
H 1.09 -0.32 -0.32
H 0.36 0.12 -1.09
H 0.29 0.05 -0.30
H 0.00 0.20 -0.34
H 0.03 -0.02 0.59
C 0.87 0.63 1.03
O -1.32 -2.35 -0.05
C -0.57 0.00 0.37
C 1.20 0.67 -1.39
N 1.25 -0.74 0.14
C -1.63 0.84 0.68
C -1.99 0.52 -0.13
O 0.48 -1.85 -0.24
C 0.35 1.80 -0.04
H -0.70 0.70 0.54
H 0.89 0.56 -1.26
H 0.03 0.94 -0.09
H -0.31 0.20 0.25
H 0.63 -0.78 0.36
H 0.24 -0.20 0.11
H -0.40 -0.21 -0.03
H -0.12 0.19 0.90
H 0.41 0.49 -0.95
H -0.29 -0.31 1.00
H 0.04 -0.08 -0.48
H 0.45 -0.75 -0.29
H -0.50 -0.36 -0.43
H 0.96 -0.12 0.18
H 0.01 0.13 -0.18
C -0.84 -0.67 0.48
C -0.22 -0.31 0.08
O 1.12 -0.33 -1.14
H -0.17 0.11 0.29
H 0.11 -0.07 -0.15
H 0.20 0.14 0.01
H -0.05 0.29 0.19
H 0.13 0.17 -0.16
H -0.38 0.50 0.41

LUMO = -6.3 eV
E_HOMO = -10.34 eV
largest force on an atom = 4.2 eV/Å
energy = -48730.1088 eV
Kohn-Sham gap = 4.026 eV
net charge = +1
2S+1 = 1

ORCA calculation (ωB97M-V/def2-TZVPD) on a 11-piece molecular cluster, C5H35N2O10 overall in a non-equilibrium geometry.

Last column: Löwdin charge in e.
Positions of all 52 atoms, in Å:
N1 -0.88806 -0.78158 -1.84496  0.128
C1 0.36576 0.01824 -1.40913  -0.114
C2 1.40449 -1.06434 -0.93864  -0.184
N2 1.14514 -1.43158 0.46170  -0.087
C3 0.73732 -1.15238 2.73619  -0.079
C4 1.36246 -0.39905 1.53051  -0.406
C5 2.81792 -0.02927 1.73885  -0.071
H1 -0.83684 -1.68735 -1.35337  0.054
H2 -1.72683 -0.39075 -1.42331  0.111
H3 -0.82104 -0.92589 -2.84402  0.125
H4 0.07704 0.70678 -0.62388  0.078
H5 0.76265 0.51839 -2.28536  0.096
H6 2.31649 -0.43924 -0.96543  0.111
H7 1.37477 -1.83892 -1.69853  0.101
H8 1.70396 -2.22840 0.73310  0.073
H9 1.20441 -2.11564 2.92670  0.067
H10 -0.33162 -1.30459 2.61683  0.051
H11 0.90768 -0.54662 3.63161  0.076
H12 0.79084 0.47154 1.22086  0.088
H13 3.45782 -0.84549 1.36164  0.082
H14 3.18274 0.86876 1.23836  0.063
H15 3.20856 0.06859 2.76260  0.079
H16 0.24854 2.94181 0.70221  0.006
H17 1.70552 3.06512 0.24762  0.042
O1 0.80280 3.27372 -0.01450  -0.053
H18 -0.64755 -1.70476 0.53260  0.001
H19 -1.98567 -2.29995 1.08951  0.040
O2 -1.62602 -1.74282 0.38786  -0.172
H20 -1.03516 -4.35419 -2.46054  0.043
H21 -0.00595 -3.74471 -1.56147  -0.003
O3 -0.84452 -3.52172 -2.00985  -0.129
H22 -1.56381 2.05053 -2.71034  0.004
H23 -1.93559 1.50085 -4.14252  0.041
O4 -1.50719 1.29011 -3.31615  -0.078
H24 -1.47393 3.64581 -0.90882  0.049
H25 -1.61084 2.22291 -0.28856  0.002
O5 -1.76997 2.74986 -1.08960  -0.071
H26 0.89688 -4.61017 0.57094  -0.002
H27 2.33376 -4.87506 -0.26417  0.018
O6 1.51931 -4.40074 -0.13840  -0.141
H28 2.34277 2.08420 -2.87991  0.025
H29 3.71992 2.27597 -3.40460  0.020
O7 3.22777 1.70560 -2.83670  -0.050
H30 -2.42303 3.71128 3.60907  0.061
H31 -2.24463 4.72121 2.44171  0.048
O8 -1.87517 3.95013 2.85693  -0.037
H32 -4.43784 0.30731 0.76852  0.038
H33 -3.35796 -0.63934 0.62030  0.016
O9 -3.64711 0.06110 1.22978  -0.074
H34 -2.17518 0.96491 1.77832  0.017
H35 -1.44630 2.37356 2.04106  -0.005
O10 -1.39950 1.52625 1.57740  -0.093

Cartesian forces, eV/Å:
N 1.82 0.22 1.57
C -0.29 -2.16 -0.08
C -0.01 3.47 0.84
N -0.18 0.04 -0.73
C 0.44 1.57 0.47
C -0.67 -1.59 -0.25
C 1.66 -0.54 0.01
H -0.27 -0.03 -0.68
H -0.35 0.35 -0.97
H -0.88 0.17 -0.14
H 0.06 0.10 -0.14
H -0.26 0.18 0.04
H 0.35 -0.84 -0.45
H 0.43 -0.49 0.49
H -0.05 -0.43 -0.31
H 0.20 -0.10 -0.27
H 0.00 0.07 -0.06
H -0.20 -0.09 0.09
H -0.25 0.01 0.53
H -0.21 0.16 -0.12
H -0.35 0.07 -0.27
H -0.85 0.06 0.07
H 0.12 -0.12 0.05
H 0.02 0.06 0.05
O 0.09 0.00 0.02
H 0.20 -0.16 0.31
H 0.10 -0.26 -0.03
O -0.42 0.11 0.33
H -0.28 0.06 -0.08
H -0.08 -0.03 0.21
O 0.61 -0.37 -0.12
H -0.21 -0.01 0.06
H -0.19 0.29 -0.15
O 0.31 -0.26 -0.19
H 0.20 -0.07 0.12
H -0.10 0.11 0.26
O -0.39 0.04 -0.24
H 0.57 -0.83 0.31
H 0.17 -0.95 0.74
O -0.88 1.86 -1.15
H -0.10 -0.07 0.13
H 0.77 0.53 -0.63
O -0.74 -0.43 0.56
H -0.17 0.18 0.02
H -0.39 0.46 -0.12
O 0.59 -0.50 0.20
H -1.02 0.81 0.01
H 0.75 -0.12 0.47
O 0.11 -0.74 -0.35
H 0.05 0.45 -0.22
H -0.54 -0.10 0.30
O 0.69 -0.14 -0.49

LUMO (spin up / spin down) = 0.0 / 0.0 eV
E_HOMO (spin up / spin down) = -1.96 / -9.34 eV
⟨S²⟩ = 0.750
largest force on an atom = 3.6 eV/Å
energy above the lowest of the compared OMol25 structures with the same formula, charge and spin = 32.36 kJ/mol
energy = -29205.1853 eV
Kohn-Sham gap (spin up / spin down) = 2.012 / 9.329 eV
net charge = 0
2S+1 = 2

ORCA calculation (ωB97M-V/def2-TZVPD) on C5H8O as an isolated structure in a non-equilibrium geometry.

Last column: Löwdin charge in e.
Positions of all 14 atoms, in Å:
C1 -1.16007 -1.15343 -0.79757  -0.065
C2 -1.65790 0.22386 -0.63393  -0.204
C3 -0.15844 0.50243 -0.29238  -0.200
C4 0.75571 0.51166 0.95964  -0.086
C5 1.84646 0.26483 -0.08789  -0.158
O1 0.95128 0.81842 -1.10235  -0.066
H1 -1.10504 -1.55286 -1.82106  0.063
H2 -1.48715 -1.93789 -0.10028  0.057
H3 -2.33171 0.33678 0.22184  0.106
H4 -2.06291 0.69721 -1.52809  0.102
H5 0.50614 -0.24513 1.68820  0.099
H6 0.97813 1.45584 1.49784  0.116
H7 2.82030 0.77335 -0.00648  0.119
H8 2.00666 -0.80144 -0.28581  0.116

Cartesian forces, eV/Å:
C 1.01 0.31 0.30
C 1.08 1.01 0.29
C -1.09 -1.89 -0.16
C -0.47 -0.51 -0.01
C -0.03 -0.08 -0.01
O -0.73 -0.40 -0.32
H 0.54 0.52 0.44
H 0.41 0.66 0.07
H 0.32 0.40 -0.15
H 0.15 0.22 0.16
H 0.28 -0.32 0.21
H -0.79 -0.15 -0.64
H -0.57 0.12 -0.14
H -0.11 0.11 -0.04

LUMO = 1.2 eV
E_HOMO = -7.63 eV
largest force on an atom = 2.2 eV/Å
energy above the lowest of the compared OMol25 structures with the same formula, charge and spin = 401.98 kJ/mol
energy = -7358.0890 eV
Kohn-Sham gap = 8.800 eV
net charge = 0
2S+1 = 1

ORCA calculation (ωB97M-V/def2-TZVPD) on one molecule with the formula C6H8N2O in a non-equilibrium geometry.

Last column: Löwdin charge in e.
Positions of all 17 atoms, in Å:
C1 0.28281 -0.83571 1.71653  -0.020
C2 -0.36858 -0.45724 0.37579  -0.434
C3 -1.64401 0.30849 0.46536  -0.013
C4 -1.33152 1.58651 0.32081  -0.105
O1 -0.05340 1.86913 -0.10240  0.069
C5 0.42929 0.61546 -0.32474  -0.314
N1 1.42126 0.18784 -1.05398  0.129
N2 1.29046 -1.20181 -1.04524  -0.077
C6 -0.04137 -1.53806 -0.62792  -0.165
H1 0.43421 0.04405 2.39374  0.100
H2 1.28528 -1.23331 1.47577  0.088
H3 -0.34242 -1.60435 2.26944  0.104
H4 -2.61337 -0.06912 0.87903  0.133
H5 -1.97459 2.44789 0.49536  0.132
H6 1.49781 -1.52336 -1.97231  0.109
H7 -0.76412 -1.46657 -1.45945  0.132
H8 -0.03725 -2.52724 -0.12280  0.131

Cartesian forces, eV/Å:
C -0.08 0.07 1.03
C 0.72 0.42 -0.34
C -1.29 -0.90 1.18
C -1.39 0.96 0.13
O 0.50 -0.28 -0.12
C 2.66 -1.17 -0.73
N -2.23 2.12 0.88
N 1.14 -0.29 0.11
C -1.58 -1.30 0.39
H -0.30 -0.66 -0.59
H -0.47 -0.05 0.33
H 0.78 0.81 -0.69
H 1.07 0.52 -0.55
H 0.37 -0.14 -0.20
H 0.23 -0.16 -0.24
H 0.11 -0.34 0.07
H -0.25 0.38 -0.67

LUMO = 0.9 eV
E_HOMO = -8.29 eV
largest force on an atom = 3.2 eV/Å
energy above the lowest of the compared OMol25 structures with the same formula, charge and spin = 231.53 kJ/mol
energy = -11376.9472 eV
Kohn-Sham gap = 9.224 eV
net charge = 0
2S+1 = 1
SMILES string = C[C@@]12C=COC1=NNC2